DFT (ωB97M-V/def2-TZVPD) results for a structure of composition C49H56BN9PS3Zr at a distorted geometry.

Results
- Net charge: +3
- Energy above the lowest of the compared OMol25 structures with the same formula, charge and spin: 24.5 kcal per mole
- E_HOMO: -15.44 eV
- LUMO: -8.6 eV
- E_tot: -108868.567 eV
- Gap between HOMO and LUMO: 6.82 eV

```
120
Properties=species:S:1:pos:R:3:forces:R:3
Zr 0.333 -0.552 0.060 -0.988 0.191 -0.271
C -1.137 -3.280 -4.672 -0.107 0.049 0.090
C -2.148 -2.175 -4.991 0.249 -0.070 -0.308
C -1.506 -1.038 -5.790 -0.048 -0.048 0.087
C -3.292 -2.783 -5.796 -0.042 0.046 0.059
N -2.709 -1.584 -3.721 0.099 0.150 0.200
C -4.061 -1.419 -3.493 -0.221 0.008 0.057
C -4.211 -0.773 -2.321 -0.049 0.070 0.061
N -2.950 -0.513 -1.826 0.217 -0.169 -0.179
B -2.591 0.166 -0.518 -0.069 0.098 0.059
N -2.580 1.684 -0.556 0.283 0.185 -0.061
C -3.342 2.544 -1.314 -0.027 -0.018 -0.023
C -2.917 3.792 -1.047 -0.177 0.011 -0.087
N -1.886 3.713 -0.126 -0.011 -0.258 -0.028
C -1.682 2.408 0.154 -0.332 0.066 -0.208
S -0.602 1.655 1.292 0.413 -0.677 0.305
C -1.184 4.984 0.280 0.237 0.364 -0.007
C -0.488 5.524 -0.976 -0.068 -0.067 0.043
C -0.152 4.776 1.378 -0.115 -0.192 -0.007
C -2.244 5.969 0.778 -0.055 -0.081 -0.002
N -3.373 -0.378 0.662 0.127 -0.121 0.275
C -4.590 0.030 1.168 -0.005 0.090 -0.039
C -4.865 -0.751 2.232 -0.158 0.115 -0.034
N -3.813 -1.633 2.398 0.150 0.075 -0.177
C -2.915 -1.389 1.424 -0.289 0.188 -0.099
S -1.455 -2.231 1.064 0.271 -0.036 -0.047
C -3.746 -2.690 3.466 0.089 -0.325 0.128
C -3.886 -4.058 2.792 0.004 0.122 -0.008
C -2.413 -2.583 4.221 -0.057 0.038 -0.087
C -4.894 -2.474 4.444 -0.051 0.083 -0.046
C -2.046 -1.024 -2.689 -0.358 0.065 0.156
S -0.334 -0.891 -2.484 0.627 -0.014 0.307
H -0.916 -3.821 -5.590 -0.015 0.013 -0.007
H -1.552 -3.991 -3.954 -0.013 -0.002 -0.013
H -0.202 -2.885 -4.290 0.067 0.020 0.067
H -1.060 -1.442 -6.699 -0.009 -0.019 0.004
H -0.721 -0.544 -5.219 0.026 0.007 -0.025
H -2.254 -0.300 -6.080 0.008 0.009 0.011
H -2.871 -3.223 -6.698 0.017 -0.002 0.002
H -4.015 -2.033 -6.115 -0.005 -0.024 -0.020
H -3.800 -3.575 -5.244 -0.011 -0.007 -0.031
H -4.816 -1.773 -4.169 0.063 -0.027 0.011
H -5.104 -0.494 -1.788 -0.014 -0.023 -0.041
H -1.417 -0.117 -0.329 -0.740 0.151 -0.275
H -4.117 2.201 -1.978 0.029 0.013 -0.015
H -3.275 4.726 -1.439 0.059 0.014 0.034
H 0.128 4.751 -1.442 0.041 0.015 0.035
H 0.153 6.361 -0.701 -0.019 0.013 -0.005
H -1.206 5.883 -1.712 0.017 -0.017 -0.029
H 0.671 4.156 1.032 0.068 -0.021 0.028
H -0.589 4.334 2.272 0.023 -0.007 0.028
H 0.251 5.752 1.645 -0.030 0.014 -0.035
H -2.937 6.263 -0.007 -0.014 0.017 0.032
H -1.748 6.873 1.127 0.016 0.001 -0.017
H -2.811 5.550 1.610 0.015 0.003 0.008
H -5.151 0.844 0.742 -0.002 -0.002 0.031
H -5.726 -0.738 2.872 0.059 -0.013 0.033
H -3.109 -4.201 2.041 0.004 -0.050 -0.012
H -4.862 -4.160 2.318 0.003 -0.002 0.001
H -3.784 -4.843 3.540 -0.019 0.021 0.022
H -1.612 -3.083 3.680 0.069 0.047 -0.021
H -2.514 -3.068 5.190 -0.020 -0.008 -0.012
H -2.144 -1.539 4.389 -0.021 0.002 0.039
H -5.867 -2.567 3.960 -0.005 -0.018 0.023
H -4.826 -1.504 4.940 -0.014 -0.010 0.016
H -4.845 -3.245 5.210 0.036 -0.011 -0.010
C 6.809 -3.746 1.046 -0.014 -0.022 0.011
C 5.719 -4.601 1.085 0.002 -0.039 -0.001
C 4.439 -4.126 0.837 -0.143 0.054 0.005
C 4.253 -2.774 0.568 0.093 0.415 -0.531
C 5.357 -1.924 0.476 -0.051 0.003 0.004
C 6.628 -2.406 0.734 -0.005 0.083 -0.011
P 2.612 -2.042 0.213 -0.157 -0.667 0.964
C 1.379 -3.384 0.402 0.194 0.200 -0.251
C 1.215 -4.165 1.558 -0.011 -0.070 0.087
C 0.361 -5.251 1.547 0.138 0.080 0.161
C -0.329 -5.590 0.385 -0.039 0.067 -0.142
C -0.152 -4.851 -0.772 -0.097 -0.100 0.024
C 0.696 -3.753 -0.768 0.333 -0.178 0.025
C 2.270 -0.974 1.724 -0.153 -0.217 -0.088
C 3.108 0.131 1.941 0.106 0.073 0.102
C 2.905 0.978 3.016 0.101 -0.043 -0.091
C 1.825 0.785 3.871 -0.122 -0.070 0.046
C 0.971 -0.284 3.665 0.031 0.110 0.055
C 1.189 -1.167 2.607 0.538 -0.108 0.356
H 7.803 -4.128 1.238 -0.004 -0.001 0.007
H 5.855 -5.652 1.300 0.024 0.007 -0.002
H 3.612 -4.819 0.845 -0.096 -0.023 0.021
H 5.230 -0.889 0.185 0.071 -0.012 -0.027
H 7.475 -1.736 0.675 0.020 -0.033 -0.008
H 1.784 -3.945 2.453 -0.008 0.030 0.016
H 0.250 -5.853 2.439 0.002 -0.004 -0.013
H -0.990 -6.448 0.384 0.018 -0.010 -0.006
H -0.658 -5.143 -1.683 0.011 0.027 -0.008
H 0.897 -3.228 -1.691 -0.078 0.046 -0.038
H 3.958 0.297 1.291 -0.061 0.058 -0.017
H 3.600 1.789 3.201 0.014 -0.010 -0.016
H 1.672 1.445 4.714 0.007 0.010 -0.011
H 0.161 -0.472 4.357 -0.034 0.002 -0.037
H 0.610 -2.073 2.577 -0.111 0.040 -0.078
N 6.498 8.429 0.496 -0.055 -0.040 -0.028
C 5.879 7.507 0.204 0.136 0.206 0.008
C 5.117 6.342 -0.131 -0.139 -0.222 0.008
C 4.947 5.949 -1.455 0.034 0.064 0.095
C 4.229 4.804 -1.751 -0.136 -0.144 -0.087
C 3.685 4.039 -0.728 0.208 0.379 0.087
C 3.841 4.435 0.596 -0.072 -0.145 -0.015
C 4.548 5.584 0.891 0.008 0.066 -0.014
N 2.970 2.837 -1.037 -0.054 -0.172 0.090
C 2.963 2.172 -2.246 -0.074 -0.198 -0.170
C 2.182 1.079 -2.082 0.247 0.083 -0.018
N 1.699 1.051 -0.781 0.249 0.304 -0.402
C 2.208 2.132 -0.194 -0.140 0.043 -0.073
H 5.375 6.538 -2.255 0.012 0.006 0.009
H 4.096 4.532 -2.788 0.002 -0.014 0.003
H 3.429 3.853 1.410 0.030 0.000 -0.002
H 4.669 5.898 1.919 0.030 -0.015 -0.001
H 3.504 2.510 -3.110 0.032 0.015 0.030
H 1.953 0.321 -2.809 -0.004 -0.003 0.004
H 2.021 2.409 0.825 -0.041 0.056 -0.001
```
Positions in Å, forces in eV/Å.

Atomic partial charges in e from the Mulliken method, atoms 1 to 99: atom 1 (Zr): -2.088, atom 2 (C): -1.436, atom 3 (C): 1.107, atom 4 (C): -1.454, atom 5 (C): -2.161, atom 6 (N): 0.556, atom 7 (C): -0.547, atom 8 (C): -1.111, atom 9 (N): 0.905, atom 10 (B): 1.484, atom 11 (N): 0.783, atom 12 (C): -1.287, atom 13 (C): -0.358, atom 14 (N): 0.568, atom 15 (C): 0.364, atom 16 (S): -0.250, atom 17 (C): 1.222, atom 18 (C): -1.488, atom 19 (C): -2.230, atom 20 (C): -1.687, atom 21 (N): 1.281, atom 22 (C): -1.016, atom 23 (C): -0.700, atom 24 (N): 0.540, atom 25 (C): -0.630, atom 26 (S): 0.527, atom 27 (C): 1.124, atom 28 (C): -1.410, atom 29 (C): -1.341, atom 30 (C): -2.144, atom 31 (C): -0.109, atom 32 (S): 0.071, atom 33 (H): 0.549, atom 34 (H): 0.335, atom 35 (H): 0.279, atom 36 (H): 0.475, atom 37 (H): 0.263, atom 38 (H): 0.393, atom 39 (H): 0.477, atom 40 (H): 0.504, atom 41 (H): 0.478, atom 42 (H): 0.581, atom 43 (H): 0.751, atom 44 (H): -1.549, atom 45 (H): 0.720, atom 46 (H): 0.568, atom 47 (H): 0.259, atom 48 (H): 0.468, atom 49 (H): 0.425, atom 50 (H): 0.659, atom 51 (H): 0.407, atom 52 (H): 0.665, atom 53 (H): 0.425, atom 54 (H): 0.465, atom 55 (H): 0.401, atom 56 (H): 0.737, atom 57 (H): 0.571, atom 58 (H): 0.226, atom 59 (H): 0.400, atom 60 (H): 0.465, atom 61 (H): 0.191, atom 62 (H): 0.564, atom 63 (H): 0.317, atom 64 (H): 0.503, atom 65 (H): 0.485, atom 66 (H): 0.472, atom 67 (C): -0.624, atom 68 (C): -0.756, atom 69 (C): -0.518, atom 70 (C): 1.190, atom 71 (C): -0.469, atom 72 (C): -0.805, atom 73 (P): 1.414, atom 74 (C): 0.748, atom 75 (C): -0.470, atom 76 (C): -0.941, atom 77 (C): -0.681, atom 78 (C): -0.652, atom 79 (C): -0.497, atom 80 (C): 0.555, atom 81 (C): -0.682, atom 82 (C): -0.671, atom 83 (C): -1.047, atom 84 (C): -1.078, atom 85 (C): 1.724, atom 86 (H): 0.423, atom 87 (H): 0.445, atom 88 (H): 0.379, atom 89 (H): 0.265, atom 90 (H): 0.438, atom 91 (H): 0.622, atom 92 (H): 0.529, atom 93 (H): 0.533, atom 94 (H): 0.435, atom 95 (H): 0.560, atom 96 (H): -0.344, atom 97 (H): 0.612, atom 98 (H): 0.502, atom 99 (H): 0.532